(1)
Below is the molecule C6H12O, with properties calculated with ωB97M-V/def2-TZVPD.

Geometry as XYZ:
```
19
Properties=species:S:1:pos:R:3:forces:R:3
O -1.071 1.180 -0.038 -0.054 -0.107 -0.017
C -1.414 1.905 1.133 -0.044 0.163 0.184
C 0.358 -1.784 -0.728 -0.036 -0.040 0.029
C -0.769 -0.861 -1.198 -0.078 -0.016 -0.092
C -1.068 -0.159 0.110 0.068 -0.007 -0.176
C 0.918 -0.862 0.350 0.224 -0.048 -0.033
C 1.784 0.293 -0.083 0.012 0.055 0.017
H -0.380 -0.131 -1.922 -0.058 -0.127 0.051
H -1.655 -1.337 -1.631 0.156 0.068 0.003
H -1.716 2.905 0.812 0.050 -0.126 0.084
H 2.697 -0.059 -0.582 -0.120 0.018 0.059
H -0.048 -2.690 -0.263 0.032 0.139 -0.074
H 1.300 -1.356 1.251 -0.075 0.071 -0.129
H 2.093 0.892 0.780 -0.038 -0.081 -0.121
H 1.264 0.964 -0.779 0.058 -0.132 0.089
H 1.066 -2.101 -1.504 -0.094 0.098 0.145
H -0.359 -0.583 0.970 0.025 0.030 0.167
H -2.231 1.408 1.664 0.099 0.073 -0.083
H -0.543 1.987 1.798 -0.126 -0.031 -0.104
```
Positions in Å, forces in eV/Å.

For the energy above the lowest of the compared OMol25 structures with the same formula, charge and spin, the calculation gives 416.31 kJ/mol. For the lowest unoccupied orbital energy, the calculation gives 1.1 eV. As for the electronic energy: -310.900709 a.u. The HOMO-LUMO gap is 8.3 eV.

(2)
Below is a cluster of 5 separate species, C17H44ClN3O8 in total, with properties calculated with ωB97M-V/def2-TZVPD.

Geometry as XYZ:
```
73
Properties=species:S:1:pos:R:3:forces:R:3
Cl -0.970 -2.067 1.956 -0.389 1.818 -1.023
O -0.507 -0.992 1.078 -0.070 -1.012 0.098
O 4.464 4.824 -2.221 -1.201 -0.229 -0.763
O -3.411 -9.216 4.484 -1.037 -0.862 -2.042
O -4.985 5.548 -4.473 -0.471 0.573 0.085
O -0.733 -1.656 3.302 0.011 -0.255 0.938
O -0.240 -3.294 1.686 -0.751 0.074 -0.178
O -4.520 -7.135 -0.822 -0.992 0.222 0.132
O -2.425 -2.196 1.743 1.031 -0.854 0.037
N -3.191 -11.166 2.010 0.539 1.212 -0.689
N 5.470 5.292 -1.418 1.735 0.665 1.371
N -4.834 2.739 -3.046 0.157 -0.346 0.001
C -6.748 3.463 -1.716 0.447 -0.638 -0.453
C 7.169 4.424 -2.916 0.021 -0.410 -1.339
C 4.105 4.643 0.682 -0.319 -0.836 -0.390
C 6.103 6.272 0.873 -0.051 -1.594 -2.002
C -2.937 -8.373 5.497 0.611 -1.421 0.640
C -5.593 5.276 -3.207 1.462 -3.109 -0.269
C 7.355 5.331 0.812 -0.875 1.331 -0.395
C 7.809 5.084 -0.657 -1.624 -0.690 1.835
C -3.020 -10.598 4.480 0.524 0.261 -0.419
C -5.901 5.725 -5.542 -0.863 0.061 0.931
C -3.356 -13.030 3.523 -0.107 0.790 1.059
C 3.970 6.932 -0.351 -0.924 -1.163 -0.264
C -3.660 -11.488 3.337 0.273 -0.239 1.217
C 6.442 2.923 -1.142 -0.060 0.725 -0.099
C 4.923 5.692 -0.087 1.149 2.240 1.133
C -5.933 3.681 -3.045 -1.621 2.215 0.893
C 6.653 4.396 -1.533 1.736 1.387 2.545
H 8.182 4.032 -3.011 0.099 -0.137 0.427
H 6.539 3.708 -3.443 -0.064 0.583 -0.952
H -3.257 -8.806 6.444 -0.351 0.464 0.458
H 7.219 5.441 -3.307 -0.500 -0.147 -0.281
H -3.291 -7.354 5.342 0.025 -0.270 -0.033
H -2.308 -13.267 3.338 0.219 0.497 -0.357
H -4.549 -6.273 -0.401 -0.018 1.083 0.419
H -6.429 4.792 -5.740 0.257 -0.216 -0.553
H -4.781 5.424 -2.496 -0.082 0.367 0.163
H -3.922 -13.656 2.833 -0.258 0.196 0.103
H -1.851 -8.439 5.551 0.307 0.492 -0.210
H -6.699 6.405 -5.244 -0.161 0.339 0.232
H -3.461 -13.398 4.544 -0.619 0.027 0.088
H -3.275 -11.031 5.448 -0.093 -0.252 0.095
H -5.314 1.900 -2.755 -0.136 -0.845 -0.752
H -6.036 3.596 -0.901 -0.234 0.420 0.286
H 4.000 4.893 1.738 -0.159 0.265 -0.154
H -1.938 -10.645 4.360 0.403 -0.044 0.138
H 8.672 4.432 -0.523 0.063 -0.190 -0.717
H 5.612 2.550 -1.742 -0.163 -0.174 0.189
H -7.715 3.924 -1.519 0.287 0.771 -0.283
H 6.243 2.807 -0.077 0.116 -0.260 -0.139
H 7.326 2.375 -1.467 0.020 -0.144 0.325
H 3.850 7.695 0.419 0.649 -0.251 0.395
H 8.158 5.896 1.284 0.192 -0.371 0.387
H 8.147 6.067 -0.983 -0.195 -0.170 -0.774
H -4.196 -7.795 -0.205 0.618 -0.952 0.377
H -3.472 -11.860 1.332 -0.452 -0.170 0.084
H 6.359 7.256 0.480 0.187 -0.007 -0.152
H 4.425 3.601 0.667 0.782 0.106 -0.036
H -7.009 2.407 -1.650 0.106 -0.303 -0.171
H 3.116 4.533 0.236 -0.341 0.345 0.218
H 5.743 6.445 1.887 -0.197 -0.310 -0.048
H -6.450 5.888 -2.924 -0.148 0.063 -0.422
H -4.696 -11.164 3.428 -0.409 -0.808 -0.263
H -2.187 -11.272 2.018 0.379 0.252 -0.025
H -4.147 -7.098 -1.706 0.601 -0.234 -0.646
H 3.948 4.246 -1.654 -0.448 -0.570 -0.104
H 4.103 7.451 -1.300 0.534 -0.246 0.019
H -4.262 2.776 -2.215 0.590 1.106 0.229
H -5.469 6.197 -6.425 0.519 -0.526 0.161
H 7.153 4.407 1.354 0.132 -0.043 0.022
H -6.559 3.402 -3.893 -0.101 0.060 -0.075
H 2.979 6.481 -0.407 -0.300 0.286 -0.258
```
Positions in Å, forces in eV/Å.

For the lowest unoccupied orbital energy, the calculation gives -3.1 eV. As for the electronic energy: -1899.895467 a.u. The HOMO-LUMO gap is 4.5 eV.

(3)
Below is a structure of composition C5H6O3, with properties calculated with ωB97M-V/def2-TZVPD.

Geometry as XYZ:
```
14
Properties=species:S:1:pos:R:3:forces:R:3
O 0.327 0.209 1.233 1.450 -0.318 -2.528
O 0.511 -0.360 -1.167 0.177 0.966 2.641
O -2.438 -1.035 0.318 2.951 -0.787 -0.632
C -0.392 0.104 -0.020 0.982 2.284 -1.863
C -1.024 1.459 -0.326 1.164 0.395 -0.099
C 1.658 -0.605 -0.437 3.006 -4.145 -4.337
C -1.228 -1.073 0.089 -2.335 -2.337 0.583
C 1.656 -0.214 0.799 -1.350 0.360 3.503
H -1.727 1.419 0.548 -0.175 1.129 -1.306
H -0.204 2.281 -0.165 -1.624 -1.612 -0.169
H 2.262 -0.242 1.708 0.390 -0.281 -1.059
H 2.460 -1.524 -1.071 -2.342 3.724 2.313
H -0.454 -1.996 -0.089 -2.466 1.088 0.645
H -1.407 1.577 -1.420 0.172 -0.466 2.307
```
Positions in Å, forces in eV/Å.

For the energy above the lowest of the compared OMol25 structures with the same formula, charge and spin, the calculation gives 386.87 kJ/mol. For the lowest unoccupied orbital energy, the calculation gives 0.6 eV. As for the electronic energy: -419.692053 a.u. The HOMO-LUMO gap is 9.5 eV.

(4)
Below is a structure of composition C35H37N13O4ReSe, with properties calculated with ωB97M-V/def2-TZVPD.

Geometry as XYZ:
```
91
Properties=species:S:1:pos:R:3:forces:R:3
Re 0.099 -0.303 1.564 -0.195 0.157 0.419
Se -3.336 2.268 2.563 -0.048 -0.018 -0.094
O -0.935 -0.975 -0.496 -0.129 0.080 0.018
O -3.167 -0.912 3.373 -0.085 -0.316 0.180
O 0.672 -0.487 4.529 -0.051 -0.013 0.068
O 2.701 -2.235 -3.644 0.001 0.012 0.018
N 2.527 -1.507 -5.707 -0.001 -0.052 0.007
N -0.217 4.020 1.893 0.096 -0.003 0.032
N -1.793 -0.929 1.537 -0.026 -0.220 -0.295
N 1.838 -2.713 -5.606 0.011 0.037 0.015
N 4.415 -0.142 1.312 -0.036 0.017 0.003
N -0.143 1.701 1.770 0.339 -0.029 -0.109
N 2.197 -0.100 1.092 0.056 0.000 0.038
N 4.065 0.495 0.173 0.006 0.008 -0.032
N -7.629 3.545 3.828 0.010 0.007 0.002
N 0.583 -2.402 1.418 -0.063 -0.069 -0.008
N -0.818 3.030 -0.095 -0.119 -0.085 0.035
N 1.059 -4.373 0.665 -0.023 -0.042 -0.026
N 0.445 -4.582 1.850 0.045 0.018 0.010
C 5.101 1.081 -0.698 -0.010 0.000 0.016
C 1.376 -4.230 -3.671 0.006 -0.003 -0.010
C -0.206 -6.019 -3.469 0.004 0.006 0.011
C -6.161 2.498 2.257 -0.003 0.022 -0.013
C 1.550 -5.525 -0.130 -0.032 0.020 0.004
C 0.384 -5.026 -4.235 -0.005 0.001 0.008
C -0.810 1.914 -1.022 0.041 0.000 -0.033
C 3.013 -1.269 -4.542 0.000 0.027 -0.008
C 2.750 0.516 0.043 -0.003 -0.041 -0.027
C -1.769 4.086 -0.473 -0.006 -0.016 0.003
C -5.063 2.784 3.070 -0.021 -0.013 0.011
C 3.277 -0.481 1.846 -0.008 -0.008 0.002
C 1.131 -3.077 0.407 -0.077 -0.013 -0.036
C 0.446 -0.382 3.414 0.106 0.154 -0.239
C 4.105 -0.078 -2.697 0.017 -0.020 0.010
C -0.391 2.907 1.163 -0.106 0.011 0.066
C 4.048 0.966 -4.868 0.008 0.025 0.005
C -7.416 2.903 2.682 0.000 -0.011 0.002
C 1.151 -5.407 -1.577 0.039 -0.011 0.021
C 1.782 -4.456 -2.363 0.021 -0.009 -0.008
C -6.579 3.812 4.601 0.008 0.002 -0.009
C -1.905 -1.271 0.229 0.164 0.008 0.000
C -5.280 3.457 4.273 -0.016 -0.004 0.010
C -2.962 -1.292 2.262 0.101 0.371 -0.122
C 0.172 5.297 1.286 0.010 0.001 0.017
C 3.749 -0.111 -4.039 -0.005 0.007 -0.023
C 0.155 -6.197 -2.137 -0.024 0.024 -0.005
C 4.714 1.045 -2.156 0.007 0.020 0.027
C 0.175 -3.383 2.282 0.116 0.005 0.065
C -3.836 -2.113 1.322 0.071 -0.070 0.033
C 4.683 2.075 -4.334 -0.003 -0.014 0.001
C -3.189 -1.979 -0.070 -0.069 0.097 0.031
C 1.962 -3.100 -4.387 -0.023 -0.033 -0.039
C -0.103 3.987 3.352 -0.002 -0.007 0.021
C 5.001 2.125 -2.981 -0.033 0.015 -0.013
H 5.275 2.104 -0.368 0.026 -0.002 0.003
H 0.093 1.319 -0.920 -0.029 -0.018 0.045
H 3.196 -1.015 2.779 0.000 0.001 0.001
H 3.901 -0.942 -2.077 0.003 0.000 0.010
H 0.083 -4.858 -5.260 -0.003 -0.003 0.000
H 1.542 -2.646 -0.488 -0.004 0.003 -0.016
H -2.053 4.677 0.391 -0.009 -0.029 -0.020
H 2.234 0.954 -0.795 0.006 0.008 -0.011
H -6.036 1.982 1.315 -0.004 -0.007 0.006
H -0.335 -6.958 -1.541 0.000 -0.001 -0.003
H -1.351 4.731 -1.245 -0.010 0.011 0.003
H -3.777 -1.361 -0.753 -0.011 -0.014 -0.003
H -2.667 3.603 -0.860 0.010 -0.008 -0.020
H 2.633 -5.563 -0.019 0.002 -0.002 0.022
H 0.913 3.739 3.675 0.006 0.001 -0.010
H -1.681 1.278 -0.876 -0.026 -0.033 -0.013
H -0.829 3.299 3.784 0.015 0.018 -0.026
H -4.459 3.691 4.935 0.000 -0.002 0.006
H 1.124 -6.399 0.354 -0.015 -0.003 -0.020
H 5.482 3.006 -2.574 0.003 0.000 -0.001
H 0.153 1.931 2.709 -0.036 0.021 -0.035
H -3.002 -2.924 -0.578 0.024 0.003 0.008
H 1.073 5.647 1.790 -0.003 0.002 0.006
H -0.968 -6.650 -3.906 0.001 -0.002 -0.001
H -0.316 -3.189 3.223 -0.017 -0.004 -0.008
H 0.392 5.168 0.232 0.022 0.004 0.020
H -0.607 6.049 1.407 0.004 0.006 -0.002
H 3.774 0.927 -5.914 0.000 -0.001 0.001
H -4.869 -1.778 1.375 0.014 0.043 0.004
H 4.923 2.915 -4.972 0.001 0.001 0.000
H -8.292 2.700 2.076 0.000 0.004 0.002
H -3.813 -3.145 1.678 -0.037 -0.002 -0.006
H 6.002 0.505 -0.493 -0.015 -0.025 -0.009
H -0.839 2.314 -2.034 0.033 0.000 -0.005
H -0.339 4.980 3.725 -0.009 0.004 0.002
H 2.608 -3.882 -1.963 0.005 -0.003 0.011
H -6.785 4.336 5.527 -0.006 -0.003 0.004
```
Positions in Å, forces in eV/Å.

Its charge is +2. For the energy above the lowest of the compared OMol25 structures with the same formula, charge and spin, the calculation gives 99.86 kJ/mol. For the lowest unoccupied orbital energy (alpha / beta), the calculation gives -7.1 / -7.2 eV. As for the electronic energy: -4847.994837 a.u. The HOMO-LUMO gap (alpha / beta) is 6.0 / 6.0 eV. As for the multiplicity: 2.

(5)
Below is a structure of composition C13H23CuINP, with properties calculated with ωB97M-V/def2-TZVPD.

Geometry as XYZ:
```
40
Properties=species:S:1:pos:R:3:forces:R:3
I -0.627 0.203 3.660 -0.096 -0.009 -0.346
Cu -0.386 -0.296 1.048 0.342 0.166 0.803
P 1.725 -0.689 0.787 2.287 0.432 -0.783
N -1.837 -1.004 -0.368 -0.360 -0.801 -0.532
C 0.054 1.295 -0.048 -0.315 -0.121 -0.446
C 2.361 -1.707 -0.610 0.096 -0.962 0.222
C -0.832 3.117 -1.360 -0.023 -0.829 0.136
C -1.054 1.958 -0.571 0.149 1.056 -0.152
C 1.351 1.679 -0.367 0.188 0.637 -0.134
C -2.629 0.069 0.289 -0.558 0.546 0.258
C -2.520 -2.321 -0.231 -0.179 -0.226 0.384
C 2.495 0.862 0.138 0.143 -0.158 0.350
C 0.485 3.452 -1.716 -0.388 0.473 0.259
C -2.464 1.489 -0.269 -0.224 0.029 0.387
C 2.974 -1.014 2.072 -0.297 -0.542 0.542
C 1.579 2.786 -1.187 -0.267 -0.705 0.017
C -1.320 -0.862 -1.758 -0.047 -0.346 -0.592
H 2.950 -0.204 2.829 -0.059 -0.537 -0.429
H -1.504 0.101 -2.253 0.057 -0.161 0.542
H 2.763 -1.980 2.556 0.222 0.363 0.015
H -0.234 -1.062 -1.783 -0.458 0.260 0.085
H -2.833 -2.778 -1.200 0.432 0.510 0.548
H 3.094 1.345 0.940 -0.439 -0.083 -0.493
H -1.880 -3.038 0.307 -0.266 0.155 -0.224
H 3.186 0.544 -0.676 -0.327 0.505 0.553
H -0.615 -2.749 3.680 0.977 -0.647 -0.002
H 0.032 -3.178 3.681 -0.922 0.403 -0.006
H -3.451 -2.185 0.339 0.384 -0.140 0.033
H 0.666 4.268 -2.396 -0.102 0.272 -0.049
H 2.092 -1.316 -1.609 -0.034 -0.080 0.613
H -1.706 3.707 -1.703 0.745 -0.429 0.025
H -2.895 2.113 0.531 0.125 0.073 -0.291
H -2.410 0.074 1.403 -0.201 -0.023 -1.092
H -1.777 -1.632 -2.422 0.137 0.500 0.488
H 3.471 -1.738 -0.518 -0.750 -0.066 -0.180
H -3.126 1.612 -1.134 0.259 0.059 -0.030
H -3.700 -0.165 0.262 -0.009 -0.003 -0.229
H 2.620 3.024 -1.418 -0.429 0.219 -0.168
H 3.946 -1.056 1.566 -0.088 0.060 0.265
H 1.953 -2.722 -0.487 0.297 0.151 -0.343
```
Positions in Å, forces in eV/Å.

For the lowest unoccupied orbital energy (alpha / beta), the calculation gives 0.5 / -1.0 eV. As for the electronic energy: -2843.351669 a.u. The HOMO-LUMO gap (alpha / beta) is 8.1 / 6.7 eV. As for the multiplicity: 2.

(6)
Below is a cluster of 2 separate species, CH4I2Si in total, with properties calculated with ωB97M-V/def2-TZVPD.

Geometry as XYZ:
```
8
Properties=species:S:1:pos:R:3:forces:R:3
I -3.230 1.132 3.179 0.014 -0.005 -0.013
I -0.411 -1.291 -2.961 -0.092 0.090 0.344
Si 0.607 -1.124 -0.732 1.088 0.461 -0.778
C 0.693 0.617 -0.004 -0.502 -0.241 0.032
H 0.127 0.664 0.924 -0.079 0.042 0.138
H 1.713 0.931 0.207 0.102 -0.169 -0.061
H 0.246 -2.268 0.082 -0.507 -0.165 0.428
H 0.257 1.337 -0.694 -0.023 -0.013 -0.088
```
Positions in Å, forces in eV/Å.

For the energy above the lowest of the compared OMol25 structures with the same formula, charge and spin, the calculation gives 354.26 kJ/mol. For the lowest unoccupied orbital energy (alpha / beta), the calculation gives -0.5 / -3.5 eV. As for the electronic energy: -925.325627 a.u. The HOMO-LUMO gap (alpha / beta) is 9.2 / 3.7 eV.